[1]
Molecular formula: C6H5FN2O
Method: DFT, the ωB97M-V functional and the def2-TZVPD basis

The orbital gap (alpha / beta) is 7.681 / 7.089 eV. The HOMO energy (alpha / beta) comes out at -0.280 / -0.279 hartree. For the LUMO energy (alpha / beta), the calculation gives 0.1 / -0.5 eV.

XYZ file:
```
15
Properties=species:S:1:pos:R:3:lowdin_charge:R:1
F 2.483 -0.292 1.387 0.1108
O 0.861 1.031 -1.202 -0.0010
N 0.558 -1.288 -0.821 0.1303
N -0.880 0.145 0.302 -0.0448
C -0.549 -1.883 -0.538 -0.1526
C -1.575 1.230 0.717 0.0670
C -1.460 -1.099 0.129 -0.0649
C 2.150 1.066 -0.632 0.0263
C 1.826 0.351 0.452 -0.1836
C 0.479 0.003 -0.231 -0.3844
H -1.070 2.175 0.922 0.0739
H -2.533 -1.330 0.346 0.1333
H -2.514 1.106 1.261 0.0754
H 2.828 1.636 -1.230 0.1259
H -0.604 -2.850 -0.861 0.0884
```

---

[2]
Molecular formula: C6H5FOS
Method: DFT, the ωB97M-V functional and the def2-TZVPD basis

The orbital gap is 8.806 eV. The HOMO energy comes out at -0.336 hartree. For the LUMO energy, the calculation gives -0.3 eV. Its SMILES is FSOc1ccccc1.

XYZ file:
```
14
Properties=species:S:1:pos:R:3:lowdin_charge:R:1
S 0.919 2.532 -2.021 1.0255
F 2.552 2.621 -1.477 -0.4699
O 0.649 0.761 -1.959 -0.3744
C 0.327 0.237 -0.721 -0.3797
C 0.516 0.742 0.514 -0.0563
C -1.058 -1.573 0.144 -0.0965
C -0.462 -0.933 -0.936 -0.0050
C -0.783 -1.140 1.431 -0.1072
C -0.044 0.014 1.591 -0.0716
H -1.287 -1.772 2.164 0.1060
H 0.209 0.516 2.542 0.1121
H -0.705 -1.363 -1.923 0.1234
H 0.945 1.741 0.504 0.0883
H -1.780 -2.383 0.147 0.1054
```

---

[3]
Molecular formula: C6H5I2NO
Method: DFT, the ωB97M-V functional and the def2-TZVPD basis

The orbital gap (alpha / beta) is 8.285 / 5.888 eV. The HOMO energy (alpha / beta) comes out at -0.315 / -0.282 hartree. For the LUMO energy (alpha / beta), the calculation gives -0.3 / -1.8 eV.

XYZ file:
```
15
Properties=species:S:1:pos:R:3:lowdin_charge:R:1
I 0.383 1.302 4.091 0.6804
I -2.467 1.586 -1.496 1.1377
O -1.943 2.456 1.262 -0.0729
N -0.913 1.835 1.287 -0.1573
C 0.020 1.345 1.856 -0.6213
C 0.914 0.366 1.264 -0.1796
C 0.094 -1.693 -1.944 -0.0431
C 0.868 -0.382 0.142 -0.0960
C -0.014 -0.447 -0.976 -0.3754
C -1.118 0.307 -1.099 -0.6694
H -0.014 -1.276 -2.939 0.0724
H 1.088 -2.150 -1.715 0.0768
H 1.795 -0.945 0.072 0.1064
H -0.535 -2.527 -1.672 0.0697
H 1.842 0.221 1.867 0.0716
```

---

[4]
Molecular formula: C6H5I2PS
Method: DFT, the ωB97M-V functional and the def2-TZVPD basis

The orbital gap (alpha / beta) is 5.177 / 5.178 eV. The HOMO energy (alpha / beta) comes out at -0.312 / -0.312 hartree. For the LUMO energy (alpha / beta), the calculation gives -3.3 / -3.3 eV.

XYZ file:
```
15
Properties=species:S:1:pos:R:3:lowdin_charge:R:1
I -2.898 2.421 1.003 0.5041
I -3.274 -2.506 0.208 -0.2351
S -2.178 1.386 -2.449 0.3020
P -2.100 0.827 -0.661 -0.0199
C 2.009 -0.586 0.444 -0.0881
C 1.118 -0.388 1.463 -0.0734
C 1.687 -0.278 -0.898 -0.0403
C -0.171 0.099 1.148 -0.1490
C -0.453 0.361 -0.142 -0.5704
C 0.422 0.287 -1.211 -0.1160
H 0.092 0.328 -2.238 0.0496
H 1.399 -0.542 2.607 0.1550
H 3.067 -1.063 0.688 0.1498
H -1.022 0.043 1.754 0.0549
H 2.302 -0.389 -1.716 0.0769
```

---

[5]
Molecular formula: C6H5IOS
Method: DFT, the ωB97M-V functional and the def2-TZVPD basis

The orbital gap is 8.906 eV. The HOMO energy comes out at -0.337 hartree. For the LUMO energy, the calculation gives -0.3 eV.

XYZ file:
```
14
Properties=species:S:1:pos:R:3:lowdin_charge:R:1
I 3.229 0.038 0.523 0.8625
S -1.091 -0.341 -1.462 0.9988
O 1.520 2.810 -1.160 0.0715
C -1.602 -1.188 0.885 -0.2003
C -2.217 -1.061 -0.333 -0.4053
C 1.415 0.477 -0.562 -0.7523
C 0.185 -0.251 -0.230 -0.6574
C 1.201 1.999 -0.345 -0.3738
C -0.242 -0.712 0.945 -0.1674
H -3.281 -0.950 -0.637 0.0772
H 0.457 -1.022 1.725 0.0985
H 0.932 2.023 0.740 0.1260
H -2.102 -1.850 1.728 0.1416
H 1.596 0.029 -1.817 0.1804
```

---

[6]
Molecular formula: C6H5N
Method: DFT, the ωB97M-V functional and the def2-TZVPD basis

The orbital gap (alpha / beta) is 8.002 / 8.004 eV. The HOMO energy (alpha / beta) comes out at -0.321 / -0.321 hartree. For the LUMO energy (alpha / beta), the calculation gives -0.7 / -0.7 eV.

XYZ file:
```
12
Properties=species:S:1:pos:R:3:lowdin_charge:R:1
N -0.243 -2.402 -3.149 0.0759
C -0.101 0.417 0.724 -0.1121
C -0.909 -4.510 -4.209 0.0131
C 0.130 -1.569 -2.415 0.0350
C 0.254 -0.417 -1.635 -0.0674
C -0.569 -3.356 -3.873 -0.3493
C -0.072 -0.672 -0.349 -0.1251
H 0.411 0.555 -1.947 0.0929
H -0.266 -1.766 -0.054 0.1457
H 0.492 0.124 1.619 0.0663
H -1.227 0.693 1.067 0.1267
H 0.517 1.368 0.468 0.0981
```

---

[7]
Molecular formula: C6H5N3
Method: DFT, the ωB97M-V functional and the def2-TZVPD basis

The orbital gap is 8.338 eV. The HOMO energy comes out at -0.309 hartree. For the LUMO energy, the calculation gives -0.1 eV.

XYZ file:
```
14
Properties=species:S:1:pos:R:3:lowdin_charge:R:1
N -4.107 0.623 0.354 0.1825
N 1.496 -0.699 0.441 0.0709
N -2.118 -0.337 -0.430 0.1218
C -2.995 0.350 0.009 -0.3085
C -0.828 -0.701 0.021 -0.0532
C 0.260 2.729 -0.181 0.0297
C 0.309 0.005 -0.009 -0.3040
C 0.563 1.342 -0.252 -0.2136
C 1.566 2.300 -0.313 -0.0306
H -4.646 1.454 0.610 0.0899
H -0.792 -1.794 0.349 0.1436
H 2.145 -0.175 1.088 0.1160
H 2.710 2.421 -0.161 0.1325
H 1.167 -1.548 0.753 0.0232
```

---

[8]
Molecular formula: C6H5N3
Method: DFT, the ωB97M-V functional and the def2-TZVPD basis

The orbital gap is 8.892 eV. The HOMO energy comes out at -0.300 hartree. For the LUMO energy, the calculation gives 0.7 eV. Its SMILES is [H]/N=C(/C=C1C=C1)N=C=N.

XYZ file:
```
14
Properties=species:S:1:pos:R:3:lowdin_charge:R:1
N -2.978 1.065 -0.001 0.1243
N -1.609 -0.928 -0.076 0.1837
N -0.046 -2.654 -0.227 0.1784
C -0.699 -1.701 0.055 -0.3393
C -1.870 0.466 -0.099 -0.4213
C 1.582 -0.103 0.080 0.0707
C 1.925 1.148 -0.203 0.0683
C -0.674 1.357 -0.166 -0.0303
C 0.574 0.913 -0.002 -0.2362
H 2.720 1.796 -0.462 0.1017
H -0.724 2.369 -0.315 0.0722
H 0.482 -3.434 0.134 0.0864
H -3.808 0.479 0.071 0.0497
H 1.825 -1.154 0.149 0.0917
```

---

[9]
Molecular formula: C6H5N3O
Method: DFT, the ωB97M-V functional and the def2-TZVPD basis

The orbital gap is 8.708 eV. The HOMO energy comes out at -0.299 hartree. For the LUMO energy, the calculation gives 0.6 eV. Its SMILES is O=c1nccc2[nH]ccn12.

XYZ file:
```
15
Properties=species:S:1:pos:R:3:lowdin_charge:R:1
O 1.533 -2.302 -0.190 0.1596
N 2.237 -0.154 -0.150 0.1392
N -1.639 0.583 -0.336 0.0901
N 0.024 -0.634 0.064 0.0487
C 1.349 -1.186 -0.065 -0.5386
C -2.117 -0.683 0.167 -0.0437
C -1.003 -1.431 0.263 -0.0636
C 0.699 1.652 0.141 -0.0280
C 1.932 1.039 0.072 -0.2224
C -0.257 0.739 -0.190 -0.1698
H -2.256 1.333 -0.468 0.1215
H -3.062 -0.955 -0.341 0.1237
H -0.725 -2.460 0.433 0.1386
H 2.743 1.644 0.341 0.0965
H 0.543 2.816 0.259 0.1482
```

---

[10]
Molecular formula: C6H5NO
Method: DFT, the ωB97M-V functional and the def2-TZVPD basis

The orbital gap is 7.384 eV. The HOMO energy comes out at -0.280 hartree. For the LUMO energy, the calculation gives -0.2 eV.

XYZ file:
```
13
Properties=species:S:1:pos:R:3:lowdin_charge:R:1
O 1.263 1.459 2.118 0.1000
N 1.826 0.289 0.172 0.0465
C 0.899 0.864 0.993 -0.4169
C -0.222 -0.227 -0.598 -0.3353
C -2.503 -1.228 -1.670 0.0716
C 1.137 -0.603 -0.770 -0.0826
C -0.378 0.717 0.320 -0.0567
C -1.562 -0.564 -1.242 -0.0851
H 2.809 -0.497 0.943 0.3318
H 1.178 -1.389 -1.539 0.1101
H 0.499 1.609 2.629 0.0943
H -1.398 1.295 0.372 0.1541
H -3.548 -1.727 -1.728 0.0682
```

---

[11]
Molecular formula: C6H5NO
Method: DFT, the ωB97M-V functional and the def2-TZVPD basis

The orbital gap is 9.447 eV. The HOMO energy comes out at -0.314 hartree. For the LUMO energy, the calculation gives 0.9 eV. Its SMILES is C1=Cc2ncoc2C1.

XYZ file:
```
13
Properties=species:S:1:pos:R:3:lowdin_charge:R:1
O -1.670 1.134 0.033 0.1250
N -1.625 -0.947 0.976 0.1683
C -2.248 0.151 0.626 -0.2563
C 0.845 1.074 -0.654 -0.0686
C -0.315 -0.569 0.474 -0.2355
C 1.582 -0.499 -0.598 -0.0483
C -0.345 0.756 0.059 -0.2794
C 0.800 -1.438 0.035 -0.0212
H 1.842 1.542 0.058 0.1999
H -3.110 0.346 1.000 0.0754
H 2.652 -0.515 -0.891 0.0844
H 1.118 -2.429 0.530 0.1356
H 0.474 1.395 -1.648 0.1209
```

---

[12]
Molecular formula: C6H5NO
Method: DFT, the ωB97M-V functional and the def2-TZVPD basis

The orbital gap is 9.166 eV. The HOMO energy comes out at -0.329 hartree. For the LUMO energy, the calculation gives 0.2 eV.

XYZ file:
```
13
Properties=species:S:1:pos:R:3:lowdin_charge:R:1
O 2.086 -1.079 -0.342 0.0040
N -0.343 -1.744 0.122 0.1218
C -1.820 0.218 -0.321 -0.0457
C 0.694 -0.907 -0.360 -0.2655
C -0.623 1.082 -0.079 -0.0773
C -1.465 -1.167 0.004 -0.2500
C 0.530 0.474 -0.277 -0.2019
C 2.022 0.415 0.160 -0.0066
H -2.823 0.899 0.011 0.1536
H -2.383 -1.956 0.144 0.1448
H 2.771 1.021 -0.333 0.0963
H 2.079 0.495 1.391 0.1853
H -0.724 2.247 -0.120 0.1411
```

---

[13]
Molecular formula: C6H5NO2
Method: DFT, the ωB97M-V functional and the def2-TZVPD basis

The orbital gap is 7.832 eV. The HOMO energy comes out at -0.269 hartree. For the LUMO energy, the calculation gives 0.5 eV. Its SMILES is C#Cc1oc(N)cc1O.

XYZ file:
```
14
Properties=species:S:1:pos:R:3:lowdin_charge:R:1
O -0.405 -1.122 0.118 0.1212
O 1.433 1.819 0.073 0.0123
N -2.661 -0.818 -0.114 0.0747
C 0.705 -0.362 0.073 -0.2932
C 3.049 -1.380 -0.048 0.1409
C -0.992 1.120 -0.015 0.0647
C 1.954 -0.877 -0.067 -0.0761
C -1.383 -0.218 -0.114 -0.3643
C 0.375 0.968 0.007 -0.3307
H -3.162 -0.385 0.748 0.1336
H -2.527 -1.911 -0.173 0.1483
H 1.126 2.797 -0.438 0.2372
H 4.083 -1.616 0.010 0.0232
H -1.596 1.984 -0.060 0.1082
```

---

[14]
Molecular formula: C6H5NO5
Method: DFT, the ωB97M-V functional and the def2-TZVPD basis

The orbital gap is 8.616 eV. The HOMO energy comes out at -0.341 hartree. For the LUMO energy, the calculation gives -0.7 eV.

XYZ file:
```
17
Properties=species:S:1:pos:R:3:lowdin_charge:R:1
O 1.841 0.431 0.548 0.1610
O 0.160 2.040 0.948 -0.0382
O 2.447 -1.495 -0.443 0.2172
O -0.851 -1.927 1.688 0.1012
O 1.451 0.187 -1.612 0.0498
N -1.382 1.317 1.044 0.1815
C 1.086 1.624 0.047 -0.3258
C 0.917 1.293 -1.452 0.0454
C -1.166 -1.172 0.783 -0.4802
C 2.037 -0.402 -0.375 -0.5632
C -1.220 -1.575 -0.639 0.0276
C -1.659 0.129 1.075 0.0820
H -2.111 -1.201 -1.063 0.0834
H -1.186 -2.589 -0.658 0.0626
H -0.282 -1.153 -1.195 0.1223
H 1.811 2.346 0.024 0.1280
H -1.893 2.145 1.279 0.1453
```

---

[15]
Molecular formula: C6H5NO5S2
Method: DFT, the ωB97M-V functional and the def2-TZVPD basis

The orbital gap is 6.060 eV. As for the total charge: -2. The HOMO energy comes out at -0.026 hartree. For the LUMO energy, the calculation gives 5.4 eV. Its SMILES is N=[S@](=O)([O-])SCc1cc(=O)c([O-])co1.

XYZ file:
```
19
Properties=species:S:1:pos:R:3:lowdin_charge:R:1
S -3.561 -0.009 0.148 0.3975
S -1.673 -0.458 1.121 0.6324
O 4.742 0.658 0.347 -0.1249
O 1.242 1.401 -0.075 -0.0079
O 3.570 -1.951 0.224 -0.0279
O -3.300 -0.717 -1.759 -0.6214
O -3.682 1.430 0.184 -0.4745
N -4.731 -0.690 0.875 -0.3240
C 2.594 1.507 0.085 -0.0716
C 1.477 -0.937 -0.072 0.0201
C -0.777 0.211 -0.330 -0.4724
C 2.901 -0.909 0.126 -0.3900
C 3.505 0.462 0.199 -0.4634
C 0.707 0.185 -0.157 -0.3660
H -1.145 -0.386 -1.170 0.0479
H -4.652 -1.681 0.713 -0.0363
H -1.118 1.242 -0.446 0.0734
H 0.995 -1.903 -0.129 0.1119
H 2.905 2.542 0.114 0.0970
```

---

[16]
Molecular formula: C6H5NOS2
Method: DFT, the ωB97M-V functional and the def2-TZVPD basis

The orbital gap is 5.277 eV. The HOMO energy comes out at -0.270 hartree. For the LUMO energy, the calculation gives -2.1 eV.

XYZ file:
```
15
Properties=species:S:1:pos:R:3:lowdin_charge:R:1
S -2.915 -1.585 -0.120 0.9519
S -3.554 1.301 -0.751 0.8125
O -3.786 -0.669 0.863 -0.6242
N -3.886 0.662 0.735 -0.3909
C 1.058 -1.002 -0.547 -0.0782
C -0.903 -0.037 1.091 0.0200
C -1.260 -0.965 0.176 -0.5616
C -0.229 -1.473 -0.673 -0.1170
C 1.390 -0.010 0.406 -0.0996
C 0.407 0.448 1.223 -0.1166
H 2.341 0.238 0.714 0.0782
H -0.599 -2.270 -1.262 0.0815
H -4.225 2.389 -0.702 -0.1588
H 0.866 1.179 1.848 0.0894
H 1.719 -1.311 -1.382 0.1134
```

---

[17]
Molecular formula: C6H5NOS2
Method: DFT, the ωB97M-V functional and the def2-TZVPD basis

The orbital gap is 7.505 eV. The HOMO energy comes out at -0.338 hartree. For the LUMO energy, the calculation gives -1.7 eV. Its SMILES is C=C[C@@H]1S[C@@H]1C(=S)C#[N+][O-].

XYZ file:
```
15
Properties=species:S:1:pos:R:3:lowdin_charge:R:1
S -0.468 -2.467 0.513 0.8744
S -1.386 -1.436 -2.909 0.8251
O 0.411 2.801 -1.505 0.0755
N -0.189 1.787 -1.572 -0.0786
C 1.573 0.750 1.496 0.0169
C -0.638 0.723 -1.674 -0.0713
C 1.035 -0.141 0.658 -0.2053
C -1.269 -1.009 -0.164 -0.5752
C -0.326 -0.730 0.982 -0.5450
C -1.059 -0.588 -1.582 -0.8057
H 2.511 1.387 1.267 0.0978
H 1.386 -0.459 -0.370 0.1276
H -0.566 -0.546 2.023 0.1084
H 1.256 0.922 2.439 0.0127
H -2.271 -0.994 0.397 0.1428
```

---

[18]
Molecular formula: C6H5NP2
Method: DFT, the ωB97M-V functional and the def2-TZVPD basis

The orbital gap is 7.960 eV. The HOMO energy comes out at -0.321 hartree. For the LUMO energy, the calculation gives -0.8 eV.

XYZ file:
```
14
Properties=species:S:1:pos:R:3:lowdin_charge:R:1
P 1.950 -1.076 -0.349 0.8046
P 3.374 1.361 0.191 0.7305
N 2.896 -0.076 0.584 -0.6936
C 0.223 -0.876 0.378 -0.3815
C 0.395 -0.216 -0.758 -0.3340
C -0.874 0.460 -1.513 -0.0059
C -0.955 -0.999 1.048 -0.1078
C -1.958 0.333 -0.736 -0.1251
C -2.016 -0.353 0.504 -0.0802
H -2.856 -0.525 1.101 0.0855
H -0.595 0.904 -2.454 0.0837
H -1.015 -1.547 2.017 0.1210
H -2.724 0.871 -1.251 0.0957
H 4.156 1.739 1.237 -0.1929
```

---

[19]
Molecular formula: C6H5NS
Method: DFT, the ωB97M-V functional and the def2-TZVPD basis

The orbital gap is 8.541 eV. The HOMO energy comes out at -0.344 hartree. For the LUMO energy, the calculation gives -0.8 eV. Its SMILES is C#C[C@](C)(C#N)C=S.

XYZ file:
```
13
Properties=species:S:1:pos:R:3:lowdin_charge:R:1
S 2.273 -1.609 0.147 0.7542
N -0.190 2.176 -1.817 0.1831
C 0.149 0.157 -0.165 -0.5789
C -0.607 -0.970 -0.709 -0.1435
C -0.445 0.632 1.201 -0.0132
C -1.273 -1.877 -1.083 0.1509
C 0.000 1.272 -1.132 -0.1732
C 1.587 -0.137 0.120 -0.6048
H 0.112 1.510 1.545 0.0968
H -1.956 -2.656 -1.436 0.0588
H -0.370 -0.188 1.914 0.0976
H 2.194 0.766 0.322 0.0820
H -1.474 0.924 1.094 0.0901
```

---

[20]
Molecular formula: C6H5NS
Method: DFT, the ωB97M-V functional and the def2-TZVPD basis

The orbital gap is 8.842 eV. The HOMO energy comes out at -0.333 hartree. For the LUMO energy, the calculation gives -0.2 eV.

XYZ file:
```
13
Properties=species:S:1:pos:R:3:lowdin_charge:R:1
S 0.002 2.146 -1.145 0.9199
N -3.804 -0.594 0.006 0.1678
C 0.531 -0.854 -1.028 0.0190
C -2.841 0.038 0.138 -0.1655
C 0.255 1.516 0.489 -0.4987
C -0.341 0.495 -0.447 -0.5538
C -1.085 1.512 1.148 -0.0368
C -1.606 0.616 0.325 -0.2908
H 0.281 -1.597 -0.218 0.0929
H 1.470 -0.554 -0.984 -0.0103
H 0.144 -0.960 -2.101 0.0977
H -1.555 2.279 1.893 0.1571
H 1.174 1.450 0.995 0.1015
```

---

What did we get for energy relative to the best compared isomer or geometry (same formula, charge and spin)? Answer: 4.230, 0.632, 4.549, 1.602, 0.666, 5.537, 6.171, 4.722, 1.775, 5.385, 2.975, 3.510, 4.692, 5.131, 0.675, 7.914, 5.210, 0.000, 2.005, 2.744 eV, in the order shown.